1.
DFT (ωB97M-V with the def2-TZVPD basis set) results for a cluster of 2 separate species, C4H11N3O2 in total.

Values from the calculation:
* HOMO level: -9.26 eV
* SMILES: CN=C(N)N.CC(=O)O
* gap between HOMO and LUMO: 10.0 eV

Each atom is followed by the atoms it is bonded to, with distances in Å.
Geometry (Å):
1 C 0.007 -3.781 0.082  C2 1.541, H5 1.111, H6 1.080, H7 1.074
2 C -0.261 -2.492 -0.717  C1 1.541, O3 1.203, O4 1.323
3 O -0.709 -2.446 -1.833  C2 1.203
4 O -0.061 -1.471 0.101  C2 1.323, H15 0.984
5 H -0.981 -3.995 0.545  C1 1.111
6 H 0.502 -3.658 1.033  C1 1.080
7 H 0.228 -4.601 -0.575  C1 1.074
8 C -1.654 1.709 -0.296  N11 1.451, H18 1.107, H19 1.096, H20 1.089
9 C 0.755 1.898 0.297  N10 1.425, N11 1.265, N12 1.365
10 N 1.887 1.160 0.749  C9 1.425, H13 1.006, H14 1.008
11 N -0.327 1.273 0.096  C8 1.451, C9 1.265
12 N 1.001 3.231 0.138  C9 1.365, H16 0.994, H17 1.007
13 H 2.017 0.377 0.130  N10 1.006
14 H 1.801 0.830 1.697  N10 1.008
15 H -0.410 -0.575 -0.106  O4 0.984
16 H 0.363 3.931 -0.163  N12 0.994
17 H 1.973 3.394 -0.066  N12 1.007
18 H -2.276 0.794 -0.313  C8 1.107
19 H -1.756 2.124 -1.305  C8 1.096
20 H -2.098 2.298 0.506  C8 1.089

Results of the Mulliken charge analysis, in e, for atoms 1 through 5: -1.0117, 0.7445, -0.5737, -0.3902, 0.2693



2.
DFT (ωB97M-V with the def2-TZVPD basis set) results for a cluster of 2 separate species, C4H11N3O2 in total.

Values from the calculation:
* HOMO level: -8.53 eV
* SMILES: [H]/N=C(/N)NC.CC(=O)O
* gap between HOMO and LUMO: 9.0 eV

Each atom is followed by the atoms it is bonded to, with distances in Å.
Geometry (Å):
1 C -0.759 1.054 -4.000  C2 1.483, H5 1.095, H6 1.089, H7 1.096
2 C -0.430 0.646 -2.613  C1 1.483, O3 1.393, O4 1.200
3 O 0.721 1.241 -2.100  C2 1.393, H14 0.959
4 O -1.198 0.202 -1.804  C2 1.200
5 H -0.687 0.201 -4.683  C1 1.095
6 H -0.232 1.934 -4.366  C1 1.089
7 H -1.827 1.296 -4.046  C1 1.096
8 C -1.373 -1.224 1.395  N11 1.491, H18 1.087, H19 1.085, H20 1.081
9 C 0.726 -0.484 2.471  N10 1.284, N11 1.371, N12 1.427
10 N 0.576 -0.941 3.662  C9 1.284, H13 1.015
11 N -0.059 -0.521 1.347  C8 1.491, C9 1.371, H15 1.005
12 N 1.987 0.086 2.124  C9 1.427, H16 1.014, H17 1.014
13 H -0.330 -1.370 3.818  N10 1.015
14 H 1.509 0.737 -2.308  O3 0.959
15 H 0.268 -0.010 0.545  N11 1.005
16 H 2.684 -0.631 1.953  N12 1.014
17 H 2.386 0.635 2.877  N12 1.014
18 H -1.333 -2.134 0.801  C8 1.087
19 H -2.115 -0.488 1.106  C8 1.085
20 H -1.412 -1.493 2.441  C8 1.081

Results of the Mulliken charge analysis, in e, for atoms 1 through 5: -0.9819, 0.6870, -0.4650, -0.4723, 0.2791



3.
DFT (ωB97M-V with the def2-TZVPD basis set) results for a cluster of 2 separate species, C4H11N3O2 in total.

Values from the calculation:
* HOMO level: -8.41 eV
* SMILES: [H]/N=C(/N)NC.CC(=O)O
* gap between HOMO and LUMO: 9.2 eV

Each atom is followed by the atoms it is bonded to, with distances in Å.
Geometry (Å):
1 C -3.459 -1.481 -1.329  C2 1.488, H5 1.087, H6 1.086, H7 1.092
2 C -3.349 -0.166 -0.640  C1 1.488, O3 1.351, O4 1.202
3 O -4.521 0.256 -0.117  C2 1.351, H14 0.967
4 O -2.322 0.432 -0.461  C2 1.202
5 H -2.599 -1.588 -1.985  C1 1.087
6 H -4.430 -1.622 -1.795  C1 1.086
7 H -3.323 -2.260 -0.576  C1 1.092
8 C 3.917 0.987 0.626  N11 1.431, H18 1.093, H19 1.091, H20 1.100
9 C 1.570 0.316 0.347  N10 1.261, N11 1.387, N12 1.417
10 N 1.488 0.472 -0.902  C9 1.261, H13 1.011
11 N 2.615 0.727 1.159  C8 1.431, C9 1.387, H15 1.003
12 N 0.608 -0.441 1.061  C9 1.417, H16 1.005, H17 0.994
13 H 2.233 0.932 -1.407  N10 1.011
14 H -4.309 0.982 0.486  O3 0.967
15 H 2.368 1.011 2.090  N11 1.003
16 H 0.868 -1.409 1.123  N12 1.005
17 H -0.337 -0.208 0.863  N12 0.994
18 H 4.114 2.052 0.470  C8 1.093
19 H 4.140 0.410 -0.272  C8 1.091
20 H 4.728 0.599 1.259  C8 1.100

Results of the Mulliken charge analysis, in e, for atoms 1 through 5: -0.8872, 0.6580, -0.4658, -0.5533, 0.3086



4.
DFT (ωB97M-V with the def2-TZVPD basis set) results for a cluster of 2 separate species, C4H11N3O2 in total.

Values from the calculation:
* HOMO level: -7.91 eV
* gap between HOMO and LUMO: 7.3 eV

Each atom is followed by the atoms it is bonded to, with distances in Å.
Geometry (Å):
1 C 0.147 2.198 -0.803  C2 1.479, H5 1.072, H6 1.187, H7 1.181
2 C -0.081 0.917 -0.100  C1 1.479, C3 1.490, H8 1.214, O19 1.412
3 C -1.199 0.064 -0.591  C2 1.490, H10 1.161, H11 1.270, N16 1.418
4 C -0.095 -1.875 1.625  H13 1.171, N17 1.311, N18 1.451
5 H -0.827 2.645 -0.803  C1 1.072
6 H 1.001 3.016 -0.705  C1 1.187
7 H -0.016 1.601 -1.808  C1 1.181
8 H -0.524 1.107 1.014  C2 1.214
9 H 1.738 0.918 -1.340  no bonds
10 H -1.016 0.427 -1.678  C3 1.161
11 H -2.265 0.432 -0.007  C3 1.270
12 H -2.090 -1.609 -0.869  N16 1.181
13 H -0.178 -2.233 2.737  C4 1.171
14 H 1.319 -1.710 -0.196  N18 1.131
15 H 1.946 -0.099 0.979  O20 1.032
16 N -1.028 -1.334 -0.432  C3 1.418, H12 1.181, N17 1.547
17 N -1.259 -1.792 1.028  C4 1.311, N16 1.547
18 N 1.173 -1.814 0.920  C4 1.451, H14 1.131, O20 1.265
19 O 1.129 0.207 -0.257  C2 1.412
20 O 2.125 -1.067 1.287  H15 1.032, N18 1.265

Results of the Mulliken charge analysis, in e, for atoms 1 through 5: -1.4721, 0.4968, -0.4726, -0.0183, 0.3786



5.
DFT (ωB97M-V with the def2-TZVPD basis set) results for a cluster of 2 separate species, C4H11N3O2 in total.

Values from the calculation:
* HOMO level: -8.85 eV
* SMILES: [H]/N=C(\N)NC.CC(=O)O
* gap between HOMO and LUMO: 9.5 eV

Each atom is followed by the atoms it is bonded to, with distances in Å.
Geometry (Å):
1 C -1.545 1.748 -3.272  N4 1.503, H11 1.083, H12 1.110, H13 1.108
2 C -0.680 1.373 -1.104  N3 1.258, N4 1.437, N5 1.417
3 N 0.065 2.348 -0.827  C2 1.258, H7 1.021
4 N -0.858 0.748 -2.385  C1 1.503, C2 1.437, H8 1.051
5 N -1.166 0.524 -0.079  C2 1.417, H9 1.008, H10 1.028
6 H -0.126 -2.910 3.863  O16 0.971
7 H 0.081 2.947 0.000  N3 1.021
8 H 0.087 0.474 -2.755  N4 1.051
9 H -1.469 -0.396 -0.358  N5 1.008
10 H -1.925 0.781 0.566  N5 1.028
11 H -2.338 2.100 -2.624  C1 1.083
12 H -1.897 1.156 -4.143  C1 1.110
13 H -0.856 2.564 -3.569  C1 1.108
14 C 2.230 -1.987 1.975  C15 1.472, H18 1.109, H19 1.119, H20 1.113
15 C 1.226 -1.668 3.003  C14 1.472, O16 1.353, O17 1.210
16 O 0.439 -2.766 3.087  H6 0.971, C15 1.353
17 O 0.895 -0.627 3.525  C15 1.210
18 H 2.159 -2.991 1.512  C14 1.109
19 H 3.217 -2.063 2.498  C14 1.119
20 H 2.461 -1.357 1.088  C14 1.113

Results of the Mulliken charge analysis, in e, for atoms 1 through 5: -0.7029, 0.2965, -0.5622, -0.3623, -0.4631



6.
DFT (ωB97M-V with the def2-TZVPD basis set) results for a cluster of 2 separate species, C4H11N3P in total.

Values from the calculation:
* HOMO level (spin up / spin down): -12.37 / -11.30 eV
* charge: +1
* gap between HOMO and LUMO (spin up / spin down): 8.0 / 6.7 eV

Each atom is followed by the atoms it is bonded to, with distances in Å.
Geometry (Å):
1 C 0.881 -1.708 -0.676  N6 1.314, N7 1.270, H9 1.153
2 C -1.658 0.738 1.049  C3 1.550, H10 1.112, H11 1.164, H12 1.033
3 C -1.097 1.197 -0.321  C2 1.550, C4 1.424, H13 1.009, H14 1.185
4 C -0.099 0.343 -0.871  C3 1.424, N7 1.351, H15 0.999
5 N 1.579 0.990 0.639  P8 1.552
6 N 0.909 -2.986 -0.374  C1 1.314, H16 0.997, H17 1.024
7 N -0.137 -0.963 -0.526  C1 1.270, C4 1.351, H18 1.066
8 P 2.163 2.347 0.164  N5 1.552, H19 1.399
9 H 1.709 -1.283 -1.356  C1 1.153
10 H -0.778 0.696 1.727  C2 1.112
11 H -2.101 1.683 1.564  C2 1.164
12 H -2.374 -0.007 1.029  C2 1.033
13 H -0.835 2.171 -0.358  C3 1.009
14 H -1.996 1.258 -1.090  C3 1.185
15 H 0.357 0.638 -1.709  C4 0.999
16 H 1.609 -3.666 -0.579  N6 0.997
17 H 0.150 -3.273 0.250  N6 1.024
18 H -0.984 -1.082 0.110  N7 1.066
19 H 2.703 2.906 1.327  P8 1.399

Results of the Mulliken charge analysis, in e, for atoms 1 through 5: 0.2828, -1.4263, -0.4796, -0.5811, -0.2649



7.
DFT (ωB97M-V with the def2-TZVPD basis set) results for the molecule C4H11N3S.

Values from the calculation:
* HOMO level: -8.79 eV
* SMILES: [H]/N=C(/NN)[C@@H](C)CS
* gap between HOMO and LUMO: 9.6 eV

Each atom is followed by the atoms it is bonded to, with distances in Å.
Geometry (Å):
1 C -0.079 -0.453 -2.462  C2 1.577, H5 1.181, H6 1.123, H7 1.033
2 C -0.275 -0.538 -0.899  C1 1.577, C3 1.468, C4 1.573, H8 1.217
3 C 0.939 -1.162 -0.360  C2 1.468, H9 1.224, H10 1.090, S19 1.869
4 C -0.720 0.655 0.025  C2 1.573, N16 1.231, N17 1.350
5 H -1.150 -0.129 -2.839  C1 1.181
6 H -0.099 -1.500 -2.870  C1 1.123
7 H 0.684 0.171 -2.769  C1 1.033
8 H -1.038 -1.479 -0.782  C2 1.217
9 H 1.709 -0.276 -0.011  C3 1.224
10 H 1.382 -1.917 -1.008  C3 1.090
11 H -0.110 -0.639 1.915  S19 1.455
12 H -1.538 -0.447 1.365  N16 0.986
13 H 0.859 1.434 -0.795  N17 1.189
14 H -0.596 2.220 1.162  N18 1.166
15 H -0.518 3.798 -0.034  N18 1.175
16 N -1.221 0.456 1.131  C4 1.231, H12 0.986
17 N -0.259 1.772 -0.576  C4 1.350, H13 1.189, N18 1.394
18 N -0.016 2.800 0.333  H14 1.166, H15 1.175, N17 1.394
19 S 0.731 -1.715 1.414  C3 1.869, H11 1.455

Results of the Mulliken charge analysis, in e, for atoms 1 through 5: -1.4174, 0.1721, -0.5779, 0.3688, 0.2798



8.
DFT (ωB97M-V with the def2-TZVPD basis set) results for the molecule C4H11N3S.

Values from the calculation:
* HOMO level (spin up / spin down): -8.20 / -8.83 eV
* gap between HOMO and LUMO (spin up / spin down): 7.7 / 7.7 eV

Each atom is followed by the atoms it is bonded to, with distances in Å.
Geometry (Å):
1 C 1.320 1.253 0.059  C3 1.576, N7 1.462, H9 1.128, H10 1.034
2 C -0.402 -0.458 1.060  C3 1.497, S8 1.837, H11 1.069, H12 1.153
3 C 0.990 -0.199 0.576  C1 1.576, C2 1.497, C4 1.514, H13 1.168
4 C 1.325 -1.233 -0.478  C3 1.514, H14 1.061, H15 1.048, H16 1.163
5 N -2.493 0.993 0.757  S8 1.612, H17 1.089
6 N -2.479 -1.008 -0.992  S8 1.566, H18 0.998
7 N 0.736 1.593 -1.238  C1 1.462, H19 0.974
8 S -1.622 0.049 -0.216  C2 1.837, N5 1.612, N6 1.566
9 H 1.139 2.026 0.862  C1 1.128
10 H 2.280 0.959 -0.188  C1 1.034
11 H -0.518 -1.511 1.202  C2 1.069
12 H -0.854 0.097 1.964  C2 1.153
13 H 1.728 -0.387 1.462  C3 1.168
14 H 1.138 -2.193 -0.067  C4 1.061
15 H 2.316 -1.008 -0.732  C4 1.048
16 H 0.669 -0.895 -1.377  C4 1.163
17 H -3.406 1.176 0.194  N5 1.089
18 H -2.099 -1.679 -1.625  N6 0.998
19 H 0.230 2.425 -1.223  N7 0.974

Results of the Mulliken charge analysis, in e, for atoms 1 through 5: -0.5897, -0.7519, 0.2196, -1.3881, -0.6264



9.
DFT (ωB97M-V with the def2-TZVPD basis set) results for the ion C4H11N5O3 with charge +2.

Values from the calculation:
* HOMO level: -17.77 eV
* charge: +2
* SMILES: N[C@]([NH3+])(/C=N/O)N(O)C(=O)C=[NH2+]
* gap between HOMO and LUMO: 8.7 eV

Each atom is followed by the atoms it is bonded to, with distances in Å.
Geometry (Å):
1 C -0.935 -0.498 -0.269  C3 1.523, N5 1.467, N7 1.375, N8 1.590
2 C 1.525 -0.474 0.365  C4 1.511, N5 1.322, O11 1.202
3 C -1.341 0.968 -0.196  C1 1.523, N6 1.283, H13 1.075
4 C 1.999 0.489 -0.698  C2 1.511, N9 1.254, H14 1.086
5 N 0.276 -0.898 0.455  C1 1.467, C2 1.322, O12 1.359
6 N -0.733 1.794 0.576  C3 1.283, O10 1.292
7 N -0.739 -0.972 -1.544  C1 1.375, H15 0.986, H16 0.960
8 N -2.106 -1.289 0.460  C1 1.590, H17 1.136, H18 1.032, H19 1.027
9 N 3.189 0.865 -0.823  C4 1.254, H21 1.071, H22 0.951
10 O -1.351 2.922 0.692  N6 1.292, H20 0.947
11 O 2.411 -0.810 1.104  C2 1.202
12 O 0.044 -1.566 1.616  N5 1.359, H23 1.090
13 H -2.330 1.186 -0.556  C3 1.075
14 H 1.226 0.917 -1.328  C4 1.086
15 H -1.364 -0.840 -2.295  N7 0.986
16 H -0.272 -1.808 -1.614  N7 0.960
17 H -2.129 -0.790 1.480  N8 1.136
18 H -1.867 -2.278 0.636  N8 1.032
19 H -3.085 -1.140 0.189  N8 1.027
20 H -0.887 3.508 1.274  O10 0.947
21 H 3.615 1.631 -1.439  N9 1.071
22 H 3.811 0.649 -0.137  N9 0.951
23 H 1.043 -1.565 2.051  O12 1.090

Results of the Mulliken charge analysis, in e, for atoms 1 through 5: 0.3465, 0.8274, -0.7233, -0.3109, 0.3988



10.
DFT (ωB97M-V with the def2-TZVPD basis set) results for a cluster of 2 separate species, C4H11N7O in total.

Values from the calculation:
* HOMO level: -8.19 eV
* SMILES: C=NN/C=N\N.C=NNC(N)=O
* gap between HOMO and LUMO: 8.7 eV

Each atom is followed by the atoms it is bonded to, with distances in Å.
Geometry (Å):
1 C -1.608 0.407 0.628  N16 1.372, N17 1.384, O23 1.218
2 C -2.749 -1.139 -1.550  H8 1.093, H9 1.097, N18 1.266
3 C 1.329 0.481 -1.373  H12 1.091, N20 1.290, N21 1.366
4 C 2.842 -1.900 0.673  H14 1.077, H15 1.098, N22 1.277
5 H -1.404 1.736 2.112  N16 0.990
6 H -1.178 0.131 2.644  N16 1.013
7 H -1.329 -1.564 1.160  N17 1.008
8 H -3.124 -0.114 -1.489  C2 1.093
9 H -3.025 -1.712 -2.444  C2 1.097
10 H 0.232 2.280 0.347  N19 1.022
11 H 1.117 3.365 -0.436  N19 1.018
12 H 1.181 -0.176 -2.230  C3 1.091
13 H 2.060 0.469 0.533  N21 1.016
14 H 3.131 -2.938 0.681  C4 1.077
15 H 3.114 -1.287 1.541  C4 1.098
16 N -1.201 0.796 1.880  C1 1.372, H5 0.990, H6 1.013
17 N -1.724 -0.961 0.455  C1 1.384, H7 1.008, N18 1.366
18 N -2.049 -1.692 -0.653  C2 1.266, N17 1.366
19 N 1.111 2.384 -0.164  H10 1.022, H11 1.018, N20 1.464
20 N 0.906 1.698 -1.441  C3 1.290, N19 1.464
21 N 1.939 -0.102 -0.299  C3 1.366, H13 1.016, N22 1.346
22 N 2.252 -1.410 -0.348  C4 1.277, N21 1.346
23 O -1.823 1.246 -0.229  C1 1.218

Results of the Mulliken charge analysis, in e, for atoms 1 through 5: 0.7053, -0.2516, 0.0019, -0.3543, 0.2552



Asked for largest force on an atom across the records above, the calculation gives 2.13 2.83 1.55 8.64 3.70 5.74 6.57 3.59 4.96 1.52 eV/A in order.